The following is a DFT calculation (ωB97M-V with the def2-TZVPD basis set) of C6H12O in the gas phase.

XYZ file:
```
19
Properties=species:S:1:pos:R:3
C 3.205 0.214 0.538
C 2.015 -0.075 -0.357
O 0.819 0.170 0.348
C -0.284 -0.432 -0.289
C -1.549 -0.175 0.477
C -2.848 -0.429 -0.232
C -2.432 0.976 0.098
H 4.128 -0.136 0.063
H 3.307 1.283 0.744
H 3.089 -0.305 1.494
H 2.038 -1.127 -0.685
H 2.047 0.542 -1.270
H -0.400 -0.044 -1.318
H -0.108 -1.519 -0.371
H -1.494 -0.436 1.532
H -2.796 -0.746 -1.271
H -3.667 -0.872 0.327
H -2.103 1.618 -0.715
H -2.967 1.494 0.888
```

The calculation puts the LUMO energy at 1.192 eV. The energy above the lowest of the compared OMol25 structures with the same formula, charge and spin comes out at 143.20 kJ/mol. The total charge is 0. For the energy, the calculation gives -8462.8697 eV. The largest force on an atom is 0.310 eV Å⁻¹. The frontier orbital gap comes out at 10.931 eV. The HOMO energy is -9.74 eV. Its SMILES is CCOCC1CC1.